Version A
Below is the ion C4H7N2O with charge +1, with properties calculated with wB97M-V/def2-TZVPD.

Element x y z (Å)
C  0.79  -0.14  1.50
C  -1.96  0.80  -0.37
C  -2.80  0.44  -1.45
C  2.79  -0.53  0.25
N  -0.61  0.07  1.44
N  1.43  -0.40  0.49
O  -1.21  0.34  0.42
H  0.89  -0.18  2.58
H  -3.68  -0.06  -1.05
H  -2.94  1.29  -2.07
H  -2.19  -0.14  -2.16
H  2.94  -0.93  -0.77
H  3.11  0.44  0.14
H  3.43  -0.99  1.05

Output
- charge = +1
- E_HOMO (alpha / beta) (eV) = -14.183 / -14.247
- LUMO energy (alpha / beta) (eV) = -6.01 / -5.84

Mulliken population analysis, charges in e, atoms 1 to 8: 0.128 0.453 -0.725 -0.723 -0.348 -0.352 0.226 0.431

***

Version B
Below is the ion C4H7N2O with charge +1, with properties calculated with wB97M-V/def2-TZVPD.

Element x y z (Å)
H  0.43  2.21  -2.20
N  0.72  1.55  -1.54
C  0.26  0.41  -1.76
N  0.27  -0.26  -0.48
C  0.97  0.13  0.71
C  -0.60  0.07  0.69
C  -1.12  -1.02  1.51
O  -0.75  -2.13  1.56
H  -0.35  -0.03  -2.50
H  0.49  -1.27  -0.71
H  1.65  1.03  0.79
H  1.26  -0.89  1.26
H  -1.21  0.93  0.53
H  -2.03  -0.74  2.13

Output
- charge = +1
- E_HOMO (eV) = -15.024
- SMILES = [H]/N=C/[N@H+]1C[C@@H]1C=O
- LUMO energy (eV) = -4.68

Mulliken population analysis, charges in e, atoms 1 to 8: 0.254 -0.436 -0.033 0.005 -0.489 0.107 -0.233 -0.384

***

Version C
Below is the ion C4H7N2O with charge +1, with properties calculated with wB97M-V/def2-TZVPD.

Element x y z (Å)
C  2.66  -1.11  0.03
C  2.00  0.03  -0.11
C  1.33  1.20  -0.09
O  0.02  1.46  -0.21
N  -0.77  0.33  0.18
C  -2.05  0.48  -0.14
N  -2.79  -0.56  -0.04
H  3.16  -1.46  0.91
H  3.13  -1.67  -0.83
H  2.00  2.06  0.01
H  -0.35  -0.32  0.78
H  -2.12  1.49  -0.55
H  -3.82  -0.47  -0.17
H  -2.40  -1.46  0.22

Output
- charge = +1
- E_HOMO (eV) = -12.915
- SMILES = C=C=CONC=[NH2+]
- LUMO energy (eV) = -4.07

Mulliken population analysis, charges in e, atoms 1 to 8: -0.615 0.261 -0.209 -0.183 -0.125 0.154 -0.321 0.285

***

Version D
Below is a cluster of 2 separate species, C4H7N2O in total, with properties calculated with wB97M-V/def2-TZVPD.

Element x y z (Å)
C  0.66  0.13  -0.63
C  1.83  0.48  0.15
C  -1.82  -0.11  -0.54
C  -0.56  -0.26  0.17
N  -0.47  -0.05  2.58
N  -0.57  -0.12  1.46
O  0.55  0.06  -1.78
H  2.88  0.29  -0.26
H  1.71  0.15  1.19
H  1.70  1.68  0.14
H  -2.64  0.40  -0.02
H  -1.60  0.41  -1.55
H  -2.27  -1.11  -0.80
H  0.59  -1.96  -0.11

Output
- charge = +1
- E_HOMO (alpha / beta) (eV) = -15.316 / -15.364
- LUMO energy (alpha / beta) (eV) = -8.09 / -6.77

Mulliken population analysis, charges in e, atoms 1 to 8: 0.249 -0.919 -1.169 0.660 -0.411 0.689 -0.425 0.346

***

Tell me which of them is the least stable. Sure, it is version A.

***

Version A
Below is a cluster of 2 separate species, C2H4ClNO2 in total, with properties calculated with wB97M-V/def2-TZVPD.

Element x y z (Å)
C  -0.60  -0.37  0.45
C  -0.97  0.18  -1.19
N  -0.22  -0.10  -2.14
O  0.50  -1.19  0.24
O  -0.40  0.74  1.28
Cl  -2.27  1.31  -1.26
H  -1.41  -1.15  1.39
H  0.02  1.55  0.92
H  -0.21  0.54  -2.97
H  0.65  -1.26  -0.73

Output
- charge = 0
- E_HOMO (eV) = -10.591
- LUMO energy (eV) = 0.62

Mulliken population analysis, charges in e, atoms 1 to 8: 0.048 0.448 -0.622 -0.481 -0.436 -0.151 0.231 0.308

***

Version B
Below is a cluster of 2 separate species, C2H4ClNO2 in total, with properties calculated with wB97M-V/def2-TZVPD.

Element x y z (Å)
C  -0.77  -0.18  -0.47
C  0.78  -0.25  -1.02
H  -2.16  -1.10  0.92
H  0.27  -0.59  1.42
H  0.93  -1.44  -1.20
H  0.54  0.47  -1.95
N  -0.71  0.31  0.85
O  -1.87  -0.23  1.53
O  -1.76  -0.41  -1.14
Cl  2.03  0.48  0.04

Output
- charge = 0
- E_HOMO (eV) = -10.389
- LUMO energy (eV) = -0.23

Mulliken population analysis, charges in e, atoms 1 to 8: 0.397 -0.360 0.353 0.332 0.288 0.282 -0.229 -0.388

***

Tell me which of them is the least stable. Sure, it is version B.